Entry 1:
88
Properties=species:S:1:pos:R:3:mulliken_charge:R:1 method="wB97M-V/def2-TZVPD" spin_multiplicity=1 smiles="CCCCO[C@](C[C@@H](C)Br)(OC(=O)[C@H](C)F)C(F)(F)C(F)(F)C(F)(F)C(F)(F)C(F)(F)C(F)(F)C(F)(F)C(F)(F)F.CCOC(=O)C(F)(F)F.CCOC(=O)C(F)(F)F" lumo_energy_ev=0.377 charge=0
Br -0.29406 1.41450 2.38404 -0.073
F 5.64636 2.62859 -5.20198 -0.292
F -3.91161 -0.59823 0.90987 -0.265
F 2.97659 -2.30897 -0.40360 -0.324
F 3.20174 1.56150 -4.91710 -0.286
F 5.65855 3.90564 -9.15695 -0.255
F -4.30681 0.05574 -1.11442 -0.262
F -1.73029 -1.22067 5.54878 -0.291
F 5.24471 4.74662 -7.10248 -0.227
F 5.73706 0.17276 -3.74363 -0.269
F 3.88336 -2.51059 -3.39558 -0.322
F 6.47021 0.77411 -6.42847 -0.279
F 4.60805 -0.76916 -1.33551 -0.326
F 7.15485 3.42244 -7.51508 -0.217
F 3.23678 0.84459 -2.12419 -0.301
F -3.13255 0.30951 6.12425 -0.267
F 2.35073 -1.08259 -4.30753 -0.235
F 3.56928 -0.00785 -6.65628 -0.298
F 1.36594 -2.13142 -1.89214 -0.322
F -3.74312 1.49269 0.39028 -0.256
F 5.24761 -1.49948 -5.20030 -0.306
F 3.55386 2.70998 -7.50554 -0.250
F 3.17478 -1.41321 3.98089 -0.360
F -1.04481 0.80938 5.87064 -0.239
F 5.22975 1.37829 -8.52857 -0.265
O 2.39845 0.48679 0.69696 -0.301
O -6.38998 1.47893 1.21211 -0.510
O -2.28584 -0.08130 8.73470 -0.518
O -6.69691 -0.41951 0.03162 -0.293
O 4.19201 -0.60029 1.60252 -0.515
O 0.71052 0.74888 -0.71877 -0.490
O -0.48793 -1.18619 7.93436 -0.252
C -0.87514 -2.70489 9.79136 -1.111
C 3.54535 -1.12352 -3.50667 0.520
C -0.09439 -1.51153 9.27680 -0.232
C -4.48147 0.38863 0.18097 1.300
C -1.60570 -1.17231 2.42902 -1.006
C -5.95173 0.58285 0.54023 -0.047
C 4.67001 -0.44352 -4.41426 0.450
C 3.00785 -0.18580 1.75928 0.311
C 0.37629 -1.11071 0.79957 -1.447
C -8.09958 -0.37974 0.33912 -0.189
C -8.82586 0.57561 -0.58729 -1.135
C 5.31854 1.55548 -6.08878 0.541
C 2.71601 0.99793 4.03001 -1.135
C -1.61536 -0.45651 7.80888 0.210
C 1.46181 -0.29711 -0.11784 0.979
C 4.12117 0.62463 -5.49526 0.583
C -1.54176 -0.26222 -3.73971 -0.561
C 2.24955 -1.28681 -1.12172 0.302
C 2.44863 -0.40923 3.25707 1.242
C -1.88497 -0.14166 6.34037 1.074
C 3.36942 -0.56030 -2.03278 0.770
C 5.78896 3.61264 -7.76316 0.644
C 0.17531 0.58518 -2.01499 0.199
C -2.60573 0.87925 -4.11019 -0.815
C 4.89470 2.28152 -7.48100 0.543
C -1.17386 -0.31696 -2.14635 0.597
C -0.81151 -0.20932 1.38122 1.100
H -1.94151 -2.47848 9.86054 0.316
H -0.17504 1.62850 -2.37735 0.247
H -1.18319 -1.07668 3.48529 0.081
H -8.25941 -0.12327 1.38973 0.329
H -0.77331 -3.55292 9.10907 0.301
H 0.96907 -1.75740 9.24084 0.313
H -2.86700 0.73095 -5.22552 0.370
H -0.14397 -1.82000 0.04510 0.486
H -2.06047 0.14808 -1.59818 -0.511
H -2.10503 1.89035 -3.93286 0.234
H -0.57877 -0.22287 -4.37437 0.187
H -1.47616 -2.25379 2.08069 0.362
H 2.87566 1.81116 3.23054 0.315
H -8.48011 1.60200 -0.44537 0.322
H 1.34980 -0.69558 3.30215 -0.346
H 0.86651 -1.80944 1.55311 0.686
H 3.67193 0.85006 4.64884 0.404
H 1.86400 1.26902 4.73482 0.158
H -0.51992 -3.00107 10.78026 0.377
H -2.00425 -1.29520 -3.97029 0.367
H 0.86183 0.21462 -2.85169 -0.414
H -9.90199 0.54538 -0.40618 0.380
H -8.48127 -1.39255 0.19346 0.318
H -1.59906 0.10159 0.61594 -0.584
H -1.00320 -1.41662 -1.91541 0.222
H -0.20253 -0.64450 9.93383 0.322
H -3.52192 0.73032 -3.44933 0.132
H -8.63444 0.31675 -1.63198 0.301
H -2.71007 -0.92148 2.48751 0.300

Entry 2:
72
Properties=species:S:1:pos:R:3:mulliken_charge:R:1 method="wB97M-V/def2-TZVPD" spin_multiplicity=1 lumo_energy_ev=3.871 charge=-2
Sr 1.14032 0.75597 -0.68440 1.331
Br -3.18886 -0.87507 -0.71905 -0.184
Se 3.71865 1.23408 0.90600 -0.587
Se 2.96988 0.41090 -3.16839 -0.632
S 1.16404 -2.37383 -0.74320 -0.395
S 2.21294 -4.19542 1.42094 -0.194
O -0.78170 2.78194 -2.17528 -0.643
O 6.24828 1.92789 -3.00021 -0.532
O -1.53640 8.97295 -1.00955 -0.514
O 6.76143 -1.84427 -1.10599 -0.434
O 0.07827 8.17718 0.43067 -0.498
O 0.66715 3.15187 -0.51743 -0.937
N -1.33918 1.34115 1.04822 0.220
N -1.09740 -0.36165 -2.46267 0.259
N 0.28940 -0.84173 1.58008 1.122
N 0.93122 -2.00575 1.93118 -1.146
C -0.46526 -0.31696 -6.16428 -1.266
C -0.35979 7.14627 -0.38452 0.988
C -2.55235 -0.76163 -4.78707 -0.516
C 5.63483 1.67362 -1.72724 -1.408
C -2.65085 3.14886 1.91602 -0.981
C -1.81717 1.47869 3.39118 -0.856
C -0.52923 9.34899 -0.07761 -0.208
C 6.81222 -0.48753 -1.55480 -1.534
C -1.23025 0.85308 2.28940 1.054
C -0.59216 4.98913 -1.30809 0.005
C 4.43821 -0.55704 -2.28269 -0.636
C -0.20106 3.51496 -1.35016 0.525
C 5.10831 0.07907 0.12465 -0.991
C -0.48028 -0.38966 2.48494 -1.316
C -3.16201 -0.87955 -3.54783 -0.578
C 3.78884 -3.89971 0.58816 -0.695
C -2.52801 2.64919 3.20206 -0.306
C 0.03417 5.83326 -0.38395 -1.102
C -0.52558 -0.26174 -3.66320 0.230
C -2.37235 -0.66816 -2.42984 -0.134
C 5.44829 0.19453 -1.37793 2.256
C -1.95875 6.81383 -2.15413 -1.022
C -1.20349 -0.45079 -4.86295 0.398
C -1.56545 5.47330 -2.17014 -0.305
C -1.32850 7.62624 -1.24457 1.101
C -2.04044 2.45600 0.87960 -0.493
C 1.35566 -2.68784 0.90641 0.188
H 4.40928 -4.78294 0.74357 0.363
H 0.54109 -0.04664 -3.66563 0.011
H 7.07575 1.44486 -3.03538 0.326
H -2.71670 7.19884 -2.82361 0.394
H -1.12916 -0.48564 -7.01385 0.372
H -2.13471 2.79888 -0.14378 0.710
H 4.28457 -3.02921 1.01247 0.175
H -2.97760 3.16316 4.04348 0.388
H 3.98390 -1.35975 -1.70088 -0.063
H 0.35852 -1.03037 -6.21505 0.291
H 0.79074 5.43224 0.27649 0.459
H 4.85070 -0.95776 0.32737 -0.122
H -3.12857 -0.91783 -5.69315 0.335
H -1.69114 1.04544 4.37535 0.415
H -2.00616 4.76719 -2.86166 0.506
H 4.98665 -1.03838 -3.09437 0.333
H 6.22339 2.15124 -0.93191 0.496
H 7.57175 0.06577 -0.98061 0.421
H 4.65941 2.14984 -1.75727 0.389
H 7.09167 -0.47929 -2.61775 0.484
H 0.22381 9.96419 -0.58786 0.240
H -0.59436 -0.91602 3.43432 0.231
H -0.02598 0.67704 -6.25797 0.301
H 3.62440 -3.74522 -0.47639 0.173
H 7.60040 -2.25804 -1.32404 0.283
H 6.02259 0.29077 0.68794 0.380
H -3.19950 4.05693 1.70409 0.446
H -4.20709 -1.12993 -3.44133 0.413
H -0.98989 9.90394 0.74230 0.212

Entry 3:
67
Properties=species:S:1:pos:R:3:mulliken_spin:R:1 method="wB97M-V/def2-TZVPD" spin_multiplicity=2 relative_energy_kcal_mol=25.3 lumo_energy_ev="-7.227 / -7.113" charge=+2 s2=0.768
Re 0.16991 0.45833 0.19072 0.952
Si 0.72678 0.54952 3.19050 0.022
F -2.65565 -1.04463 0.39382 0.009
O -5.70064 4.14029 -1.34064 0.000
O 3.89342 -1.17710 -0.11206 0.002
N -6.13780 4.12732 0.88849 0.000
N 2.12127 0.27431 0.10191 -0.019
N -0.28287 -0.28849 1.86048 -0.041
N -1.86011 1.42955 0.13086 -0.015
N 0.83899 2.18777 -1.00517 0.029
N 0.43256 -1.40728 -0.70419 -0.044
C -3.39808 2.96833 1.12402 0.001
C 0.11242 3.03210 -1.77067 0.008
C -3.17520 -2.70236 1.93363 0.006
C 0.95489 2.33500 2.60306 0.021
C -5.43564 3.78907 -0.21320 0.000
C 2.94088 1.46911 0.00086 0.010
C -0.27596 -3.43520 -1.72429 -0.008
C -3.82481 2.10246 -1.05756 -0.003
C 1.98392 -3.20554 -0.97493 -0.005
C 0.62427 4.19982 -2.28064 -0.005
C -4.20482 2.92820 -0.00328 0.001
C -2.67090 1.36618 -0.94668 0.009
C 2.13946 2.49893 -0.76013 0.014
C 2.30217 -0.40110 3.43468 -0.004
C 0.98152 -3.98460 -1.54380 0.021
C -0.94584 -2.05676 3.42234 -0.007
C 1.67710 -1.92678 -0.58430 0.026
C -0.19744 0.74398 4.79678 0.003
C -2.32753 -1.69229 1.53384 0.006
C 1.94044 4.53942 -1.98597 0.011
C -2.90154 -3.40598 3.09434 -0.015
C -1.19896 -1.31196 2.26037 0.003
C 2.71530 -0.93752 -0.15740 -0.011
C 2.70199 3.67520 -1.21901 -0.004
C -2.23972 2.21286 1.14912 0.012
C -0.52004 -2.14343 -1.29496 0.034
C -1.77271 -3.08258 3.83593 0.007
H -0.90748 2.74723 -1.97421 -0.006
H 2.10203 -1.32801 3.97840 0.000
H -0.09368 -0.09357 5.48828 0.000
H -1.48793 -1.68217 -1.40164 -0.004
H -0.05415 -1.85625 4.00015 0.000
H 0.86366 2.59641 1.54264 -0.006
H 3.73940 3.88974 -0.99404 0.000
H 3.00177 -3.55249 -0.85471 0.000
H -4.04262 -2.91921 1.32281 0.000
H -2.36330 0.69244 -1.73631 -0.011
H 3.86288 1.23901 -0.53305 -0.002
H -5.97786 3.71105 1.78670 0.000
H -3.63125 3.59839 1.97223 0.000
H -1.07368 -3.99394 -2.19482 0.000
H 3.23437 1.86095 0.97744 0.000
H -1.59127 2.23416 2.01508 0.002
H 2.85176 -0.65440 2.53060 0.000
H -1.52994 -3.63327 4.73510 0.000
H 0.23204 2.95995 3.13510 0.002
H 1.94582 2.68036 2.91466 0.002
H -6.96408 4.68991 0.76228 0.000
H -4.43324 2.05668 -1.95111 0.000
H 2.96948 0.19444 4.06723 0.000
H -1.26410 0.94692 4.66833 0.000
H 1.19008 -4.99747 -1.86445 0.000
H -3.56206 -4.20106 3.41381 -0.001
H 0.00029 4.83326 -2.89619 0.000
H 2.36813 5.45814 -2.36648 0.000
H 0.24432 1.62215 5.28079 0.000

no.,E (Ha),maximum force (eV/Å)
1,-6543.511024,6.10
2,-9920.854443,0.55
3,-1992.523178,1.40